{
  "formula": "C39H80O10",
  "method": "wB97M-V/def2-TZVPD",
  "orbital_gap_ev": 8.225,
  "charge": 0,
  "lumo_ev": 0.363,
  "e_tot_ev": -62179.0898,
  "e_homo_ev": -7.862,
  "symbols": ["C", "C", "C", "O", "C", "H", "H", "H", "H", "H", "H", "H", "H", "C", "C", "C", "O", "C", "H", "H", "H", "H", "H", "H", "H", "H", "C", "C", "C", "O", "C", "H", "H", "H", "H", "H", "H", "H", "H", "C", "C", "C", "O", "C", "H", "H", "H", "H", "H", "H", "H", "H", "C", "C", "C", "O", "C", "H", "H", "H", "H", "H", "H", "H", "H", "C", "C", "C", "O", "C", "H", "H", "H", "H", "H", "H", "H", "H", "C", "C", "C", "O", "C", "H", "H", "H", "H", "H", "H", "H", "H", "C", "C", "C", "O", "C", "H", "H", "H", "H", "H", "H", "H", "H", "C", "C", "C", "O", "C", "H", "H", "H", "H", "H", "H", "H", "H", "C", "C", "C", "O", "H", "H", "H", "H", "H", "H", "H", "H"],
  "positions_angstrom": [[-4.39, -0.65, 0.76], [-5.31, 0.43, 0.24], [-5.19, 1.53, 1.31], [-4.60, 0.81, 2.31], [-4.72, -0.64, 2.19], [-3.32, -0.49, 0.61], [-4.55, -1.62, 0.29], [-6.36, 0.15, 0.12], [-5.00, 0.75, -0.75], [-6.18, 1.82, 1.66], [-4.43, 2.26, 1.03], [-5.74, -0.86, 2.49], [-4.02, -1.19, 2.82], [-2.22, 4.45, 1.65], [-3.03, 3.31, 1.19], [-2.06, 2.20, 0.80], [-0.77, 2.61, 1.36], [-1.00, 3.72, 2.33], [-2.63, 5.02, 2.49], [-2.04, 5.20, 0.88], [-3.71, 3.52, 0.37], [-3.69, 2.96, 1.99], [-2.07, 2.14, -0.29], [-2.49, 1.25, 1.11], [-0.16, 4.41, 2.39], [-1.20, 3.27, 3.30], [-0.41, -3.31, 1.31], [-0.29, -4.73, 0.83], [-1.36, -4.77, -0.31], [-2.36, -4.02, 0.37], [-1.93, -3.01, 1.19], [0.18, -2.63, 0.69], [-0.11, -3.22, 2.35], [-0.60, -5.28, 1.72], [0.73, -5.07, 0.67], [-1.77, -5.77, -0.48], [-1.09, -4.29, -1.25], [-2.35, -3.15, 2.19], [-2.08, -1.97, 0.92], [-0.02, 0.07, 1.07], [-1.08, -0.37, 0.08], [-0.64, 0.45, -1.14], [0.79, 0.58, -1.06], [1.28, 0.29, 0.26], [0.22, -0.75, 1.75], [-0.27, 0.97, 1.63], [-2.07, -0.16, 0.48], [-1.03, -1.45, -0.05], [-0.98, 1.46, -0.93], [-1.01, 0.17, -2.12], [1.87, 1.08, 0.72], [1.82, -0.65, 0.11], [0.69, 4.18, -0.72], [0.92, 2.67, -0.52], [2.26, 2.30, -1.26], [2.85, 3.63, -1.44], [1.90, 4.69, -1.52], [0.59, 4.74, 0.21], [-0.21, 4.41, -1.28], [0.07, 2.10, -0.89], [0.82, 2.45, 0.55], [2.10, 1.85, -2.24], [2.98, 1.65, -0.77], [1.66, 4.73, -2.59], [2.18, 5.69, -1.18], [1.28, -0.43, -4.56], [1.84, -0.50, -3.17], [2.88, 0.60, -3.12], [3.48, 0.65, -4.45], [2.46, 0.22, -5.36], [0.45, 0.28, -4.56], [0.78, -1.31, -4.96], [2.23, -1.50, -3.01], [1.11, -0.35, -2.38], [3.65, 0.51, -2.35], [2.42, 1.56, -2.87], [2.83, -0.39, -6.19], [2.17, 1.09, -5.95], [2.71, -1.33, 4.67], [3.01, -1.87, 3.38], [1.70, -1.97, 2.66], [0.80, -2.33, 3.70], [1.33, -1.93, 4.96], [2.80, -0.25, 4.67], [3.37, -1.59, 5.50], [3.50, -2.82, 3.58], [3.64, -1.25, 2.74], [1.73, -2.66, 1.81], [1.42, -1.00, 2.26], [1.31, -2.68, 5.75], [0.57, -1.19, 5.20], [1.31, -2.84, -2.18], [1.40, -4.11, -1.32], [2.44, -3.79, -0.28], [2.59, -2.36, -0.35], [1.67, -1.79, -1.23], [0.28, -2.74, -2.53], [2.03, -2.90, -3.00], [1.75, -4.90, -1.99], [0.44, -4.35, -0.88], [3.32, -4.41, -0.46], [2.06, -4.09, 0.70], [2.13, -0.92, -1.70], [0.82, -1.45, -0.63], [1.34, 2.18, 1.90], [2.16, 1.75, 3.15], [3.17, 2.86, 3.23], [2.65, 4.01, 2.49], [1.34, 3.68, 2.12], [0.36, 1.70, 1.86], [1.88, 1.81, 1.03], [2.57, 0.74, 3.12], [1.49, 1.79, 4.01], [4.03, 2.52, 2.64], [3.59, 3.14, 4.20], [1.03, 4.28, 1.26], [0.77, 4.10, 2.95], [-0.71, -1.83, -3.12], [-1.81, -1.50, -4.14], [-2.00, -0.02, -4.31], [-1.46, -2.06, -5.42], [0.19, -1.24, -3.26], [-0.51, -2.90, -3.20], [-1.08, -1.63, -2.12], [-2.72, -2.04, -3.87], [-2.98, 0.22, -4.72], [-1.12, 0.45, -4.77], [-2.03, 0.40, -3.30], [-1.23, -1.23, -5.84]],
  "mulliken_charge": [0.2471, -1.0983, 0.6329, -0.4710, -0.4441, -0.1651, 0.7566, 0.3122, 0.3580, 0.5463, -0.9438, 0.3472, 0.2601, -0.8714, -1.2300, 0.4219, -0.6795, -1.0146, 0.5724, 0.1754, 0.5234, 0.2308, 0.6656, -0.2034, 0.4271, 0.5676, 1.0932, -1.5966, 0.1898, -0.5238, 0.6474, -0.7413, 1.0847, 0.4510, 0.5303, 0.4074, -0.0684, 0.6384, -0.5243, 1.9422, 0.4863, 0.4881, -1.9910, 0.2544, 0.0898, 0.4848, -1.4896, -1.0716, 0.5504, -1.8271, -0.1151, 0.1955, -0.6206, 2.3215, 0.0389, -0.7018, -0.8368, 0.3094, 0.3481, -0.9685, -0.0900, -0.3709, -0.0631, 0.3413, 0.4087, -0.8518, 1.8357, -0.3036, -0.6136, -1.1983, -0.4748, 0.6147, -0.5620, -0.7319, 0.5122, 0.2825, 0.3416, 0.3718, -0.3674, -1.1499, 1.8329, -0.5511, -0.7376, 0.0621, 0.5173, 0.3810, 0.4069, -0.5374, -0.8773, 0.3759, 0.3368, -1.0044, -0.0325, -1.3617, -0.6439, 0.9962, -0.8882, 1.5362, 0.7028, -1.1437, 0.3334, 0.6089, 0.2651, 0.4381, 2.1064, -0.3361, -1.2650, -0.6237, -0.1589, -0.1401, 0.5514, -0.9773, 0.5454, 0.4562, 0.3855, -0.9370, 0.3181, 1.3509, -0.1432, -1.1475, -0.6514, -0.5591, 1.1235, -0.7717, 0.6305, 0.4454, 0.7824, 0.2367, 0.4326]
}

***

{
  "formula": "C48H40ClCoN2O4P2S",
  "method": "wB97M-V/def2-TZVPD",
  "orbital_gap_ev": [4.780, 5.349],
  "charge": 0,
  "lumo_ev": [-2.320, -2.133],
  "s_squared": 6.193,
  "e_above_lowest_ev": 0.000,
  "e_tot_ev": -141157.6067,
  "e_homo_ev": [-7.101, -7.482],
  "multiplicity": 5,
  "symbols": ["Co", "C", "C", "C", "C", "C", "C", "C", "S", "O", "O", "N", "C", "C", "C", "C", "C", "C", "C", "C", "N", "C", "H", "H", "H", "H", "H", "H", "H", "H", "H", "H", "H", "H", "H", "O", "C", "O", "C", "C", "C", "C", "C", "C", "P", "C", "C", "C", "C", "C", "C", "C", "C", "C", "C", "C", "C", "H", "H", "H", "H", "H", "H", "H", "H", "H", "H", "H", "H", "H", "H", "C", "P", "C", "C", "C", "C", "C", "C", "C", "C", "C", "C", "C", "C", "H", "H", "H", "H", "H", "H", "H", "H", "H", "H", "H", "H", "H", "Cl"],
  "positions_angstrom": [[0.26, 0.99, -0.06], [-5.77, -0.65, 3.22], [-4.54, 0.14, 2.92], [-4.69, 1.35, 2.06], [-3.46, 2.17, 1.98], [-2.26, 1.73, 2.43], [-2.14, 0.50, 3.11], [-3.31, -0.24, 3.37], [-0.86, 2.78, 2.10], [-0.63, 3.62, 3.25], [-1.19, 3.41, 0.84], [0.31, 1.76, 1.80], [1.38, 1.44, 2.63], [1.59, 1.81, 3.94], [2.73, 1.36, 4.63], [3.66, 0.55, 4.05], [3.48, 0.15, 2.71], [4.37, -0.71, 2.01], [4.11, -1.06, 0.72], [2.96, -0.55, 0.10], [2.12, 0.25, 0.71], [2.35, 0.60, 2.00], [-6.59, 0.01, 3.52], [-5.60, -1.37, 4.03], [-6.12, -1.21, 2.35], [-5.53, 1.96, 2.42], [-3.51, 3.14, 1.50], [-1.17, 0.14, 3.42], [-3.23, -1.15, 3.96], [0.88, 2.46, 4.43], [2.87, 1.68, 5.65], [4.53, 0.22, 4.60], [5.25, -1.07, 2.52], [4.77, -1.71, 0.17], [2.72, -0.81, -0.93], [1.86, 4.23, -1.69], [1.07, 3.32, -1.80], [1.24, 2.15, -1.25], [-0.17, 3.55, -2.66], [-0.21, 4.74, -3.39], [-1.21, 4.99, -4.31], [-2.19, 4.04, -4.55], [-2.18, 2.86, -3.82], [-1.19, 2.63, -2.86], [-1.33, 1.12, -1.90], [-2.95, 0.97, -1.30], [-3.41, -0.27, -0.75], [-4.44, -0.29, 0.11], [-5.15, 0.93, 0.54], [-4.87, 2.10, -0.33], [-3.78, 2.14, -1.12], [-0.86, -0.26, -2.97], [0.49, -0.37, -3.31], [0.88, -1.31, -4.24], [-0.06, -2.13, -4.85], [-1.40, -2.02, -4.51], [-1.81, -1.08, -3.58], [0.59, 5.45, -3.21], [-1.21, 5.92, -4.86], [-2.96, 4.21, -5.29], [-2.95, 2.12, -3.99], [-2.89, -1.19, -0.98], [-4.72, -1.23, 0.56], [-6.23, 0.74, 0.61], [-5.48, 2.98, -0.21], [-3.52, 3.06, -1.63], [1.21, 0.28, -2.84], [1.93, -1.40, -4.50], [0.25, -2.86, -5.58], [-2.13, -2.66, -4.98], [-2.86, -0.99, -3.33], [0.90, -4.24, 0.05], [-0.07, -3.93, -1.48], [-1.79, -4.03, -0.86], [-2.81, -4.12, -1.80], [-4.14, -4.15, -1.41], [-4.48, -4.08, -0.07], [-3.47, -3.97, 0.88], [-2.14, -3.95, 0.49], [0.06, -5.58, -2.27], [0.94, -5.72, -3.34], [1.13, -6.95, -3.96], [0.43, -8.06, -3.51], [-0.46, -7.93, -2.45], [-0.64, -6.71, -1.84], [0.55, -5.11, 0.60], [0.86, -3.35, 0.67], [1.93, -4.41, -0.26], [-2.56, -4.18, -2.85], [-4.92, -4.24, -2.16], [-5.52, -4.11, 0.24], [-3.72, -3.91, 1.93], [-1.37, -3.84, 1.24], [1.48, -4.84, -3.69], [1.83, -7.04, -4.78], [0.58, -9.02, -3.99], [-1.01, -8.80, -2.11], [-1.35, -6.61, -1.02], [-0.62, -1.07, 0.38]],
  "mulliken_charge": [0.5656, -1.7106, -0.0525, 0.7615, -1.6603, 0.8959, -0.8004, -0.3921, 1.0624, -0.8001, -0.5913, 0.5683, 0.4246, -0.8333, -0.8317, -0.9684, 0.8722, -0.6834, -1.0800, -0.0521, 0.4458, -0.2864, 0.3637, 0.4500, 0.2809, 0.7123, 0.5621, 0.4017, 0.3307, 0.5393, 0.3924, 0.4099, 0.4123, 0.4587, 0.3860, -0.7445, -0.2560, -0.4053, 0.2906, -0.7494, -0.7047, -0.7126, -0.2582, 0.6182, 1.5283, 0.9651, -0.6281, -1.4325, 0.3473, -1.6490, -0.6401, 1.1976, -0.6676, -0.9514, -0.5686, -0.7295, -0.1736, 0.5618, 0.4120, 0.4447, 0.4997, 0.2046, 0.2689, 0.7885, 0.3291, 0.4049, 0.5887, 0.4563, 0.4437, 0.4303, 0.3726, -1.4459, 0.8752, 0.3485, -0.6404, -0.7384, -0.5169, -0.5954, -0.2485, 0.4041, -0.4462, -0.5632, -0.4621, -0.7310, -0.3866, 0.3980, 0.3484, 0.4437, 0.5088, 0.4096, 0.3978, 0.4196, 0.3081, 0.3375, 0.4024, 0.3728, 0.4026, 0.3635, -0.4022]
}